No. 1
Density functional theory data (the ωB97M-V functional and the def2-TZVPD basis) for a molecular structure, C59H35BaClI4N4O4.

Each line ends with the Löwdin charge.
CARTESIAN COORDINATES (ANGSTROEM)
C  -3.1154  -1.6535  -0.0122  -0.28
C  -1.7924  -4.6910  -6.0031  -0.70
H  1.0880  3.0238  4.5965  0.14
C  -0.5408  -4.9068  -3.9285  -0.01
C  -2.1681  -3.3927  -5.6311  -0.15
H  -0.8091  -6.4594  -5.3364  0.06
C  -3.5551  -1.0055  1.1050  -0.03
I  9.5239  -1.9013  -0.2705  0.74
C  6.7693  -3.2728  0.1424  -0.12
C  4.1510  4.0526  -0.7778  -0.07
C  0.3805  0.3821  3.7573  -0.07
C  7.4403  -2.0059  0.1757  -0.72
C  -6.8433  0.7660  1.1444  -0.15
C  -5.5357  0.4125  0.9302  -0.02
N  1.5796  -0.7378  1.8883  0.05
C  1.1982  1.8145  7.8141  -0.73
C  3.1456  -1.9634  0.5416  -0.05
C  -3.2031  0.3480  3.2734  -0.02
C  -7.3142  -1.4850  1.8253  -0.18
H  -3.5520  1.2310  -4.5557  0.11
H  6.4308  2.1926  -2.4647  0.11
H  0.6987  -0.2246  8.3076  0.08
C  5.3505  3.7619  -1.3794  -0.14
C  1.2794  2.6876  6.7499  -0.16
C  -3.4282  2.2566  -4.3062  -0.06
H  3.7972  -2.6926  -2.2302  0.11
C  1.7076  -2.9149  -2.6130  -0.03
C  -1.0195  -3.6452  -3.4998  -0.16
H  7.2995  0.0349  0.1068  0.07
H  -5.0673  -2.4794  -0.7322  0.08
C  2.7715  -1.1998  1.7092  -0.26
H  -3.1332  5.9588  -3.2399  0.11
I  -9.6019  0.3427  2.3215  0.79
C  5.3291  -3.2478  0.1805  -0.03
N  -1.8635  -1.7782  -0.4343  -0.01
Cl  -4.0542  5.9257  -5.8958  0.56
H  0.1240  -5.4101  -3.3016  0.10
C  -1.0679  -5.4779  -5.0726  -0.16
C  2.8878  -0.0696  3.6489  -0.02
C  -3.6444  4.5625  -4.8220  -0.63
H  -2.1242  -1.9286  -4.2574  0.14
H  3.8714  5.0283  -0.4521  0.07
H  4.8147  -4.2010  0.1481  0.11
C  -5.0444  -0.8359  1.3003  -0.19
C  -2.3474  1.5017  -2.1646  -0.68
H  4.6589  -1.0141  3.0092  0.08
H  1.7662  -3.1840  -3.6753  0.12
C  1.8444  3.5095  -0.0219  -0.39
H  1.4819  5.7260  -0.3016  0.07
C  5.3588  -0.8624  0.2999  0.00
H  1.5180  3.7289  6.8024  0.08
H  -4.8805  1.2400  0.7803  0.12
O  2.5286  0.8150  -0.9043  -0.14
H  0.8502  5.0441  1.2149  0.07
C  2.7991  -2.7427  -1.8371  -0.01
C  -3.2321  -3.1626  -1.6999  0.01
H  -7.8753  -2.2848  2.2393  0.08
C  -2.7990  2.5438  -3.1570  -0.14
C  -2.6854  -0.3823  2.1461  -0.30
I  1.3562  2.4856  9.8175  0.76
C  -1.8884  -2.6500  -1.4175  -0.26
C  -3.8380  3.2023  -5.1979  -0.09
H  -2.1772  1.0325  5.0914  0.09
H  0.2663  -0.9034  6.0341  0.13
C  -2.0924  0.5696  4.1189  -0.02
C  -5.9661  -1.8230  1.6379  -0.03
C  2.3058  -2.3549  -0.5493  -0.29
C  0.6286  0.9846  5.0998  -0.22
C  -3.0848  4.9165  -3.6035  -0.12
O  -1.9861  0.4060  -2.6330  -0.07
C  -0.9794  0.1385  3.3516  -0.26
C  1.5187  -0.0450  3.0869  -0.21
C  0.8986  0.4749  7.5133  -0.14
H  -4.2278  0.4667  3.4529  0.07
C  3.2795  1.7758  -1.0935  -0.41
H  -5.6974  -2.8614  1.9693  0.14
C  5.5224  2.4461  -1.8718  -0.13
H  -2.5762  -2.6791  -6.3036  0.09
H  -3.5236  -3.9052  -2.4193  0.10
O  0.9406  2.6959  0.1022  -0.13
C  4.6161  -2.0801  0.3431  -0.19
C  0.5939  0.1135  6.2009  -0.02
H  4.6222  0.5506  -2.1394  0.10
C  3.0841  3.1332  -0.6330  -0.11
C  0.5718  -2.6963  -1.8113  -0.30
H  3.1992  0.3447  4.5807  0.09
H  7.3320  -4.2220  0.0668  0.09
H  6.1024  4.5032  -1.7348  0.09
O  -2.2959  1.7925  -0.9202  -0.19
C  1.6653  5.0064  0.4815  -0.02
H  -2.1975  4.0910  -1.8367  0.10
C  -7.7089  -0.2023  1.6042  -0.75
C  -4.0313  -2.4459  -0.8743  0.02
Ba  -0.1274  0.2411  -0.2431  2.03
C  0.9851  2.2572  5.4299  -0.03
H  -7.1085  1.8358  1.1358  0.11
C  3.6594  -0.7657  2.8224  -0.01
H  -4.3604  2.9763  -6.1407  0.11
C  4.5103  1.5600  -1.8218  -0.05
N  -1.3838  -0.5220  2.1913  0.02
C  -1.7711  -2.9636  -4.4281  -0.07
C  -2.6302  3.8847  -2.7801  0.00
C  6.7483  -0.8578  0.1753  -0.18
C  -0.7253  -2.9067  -2.2206  -0.07
H  2.5687  5.2300  1.0959  0.07
N  0.9615  -2.3276  -0.5316  0.02
H  4.8901  0.0961  0.3137  0.10
I  -2.5965  -5.6770  -7.6932  0.75

The calculation puts the LUMO energy (alpha / beta) at 0.10616 / 0.10616 hartree. The HOMO-LUMO gap (alpha / beta) comes out at 4.68 / 4.68 eV. The net charge is -2. The value obtained for the HOMO energy (alpha / beta) is -1.79 / -1.79 eV. The value obtained for the electronic energy is -121523.9811 eV.

---

No. 2
Density functional theory data (the ωB97M-V functional and the def2-TZVPD basis) for a gas-phase ion, C3H8NO (charge +1).

Each line ends with the Löwdin charge.
CARTESIAN COORDINATES (ANGSTROEM)
C  -2.1771  -0.2704  0.1090  0.04
H  -2.5014  -0.0109  -0.9277  0.08
O  1.7688  -0.7891  -0.0754  0.17
H  -0.3746  0.4800  -1.4013  0.13
C  -0.9398  0.1485  0.4997  -0.18
H  2.2170  -1.2146  0.7017  0.22
H  0.8753  -1.1492  -0.1535  0.15
H  1.8535  1.1119  -1.1599  0.19
H  -0.7509  0.2182  1.5754  0.13
H  1.5402  0.9270  0.7561  0.13
C  1.3998  0.6306  -0.2460  -0.10
H  -2.9361  -0.6303  0.8192  0.08
N  0.0252  0.5483  -0.4973  -0.04

The calculation puts the LUMO energy at -0.14806 hartree. The HOMO-LUMO gap comes out at 9.34 eV. The net charge is +1. The value obtained for the HOMO energy is -13.37 eV. The value obtained for the electronic energy is -6768.5416 eV.

---

No. 3
Density functional theory data (the ωB97M-V functional and the def2-TZVPD basis) for a molecular structure, C21H54Hg2N2O15.

Each line ends with the Löwdin charge.
CARTESIAN COORDINATES (ANGSTROEM)
H  -2.3376  11.4294  24.7860  0.10
C  0.4143  2.1668  21.8666  -0.24
C  -3.4956  5.7347  26.2345  -0.19
H  2.5658  7.5937  21.5092  0.11
O  -2.5468  7.7712  27.1298  -0.31
C  2.4473  7.0692  20.5384  -0.24
O  2.9999  6.1211  24.6560  -0.09
H  -2.0482  3.7128  25.2920  0.12
O  -1.8984  10.4225  23.0301  -0.30
H  -4.7874  9.3918  18.7841  0.14
C  -0.8730  10.5288  19.8333  -0.15
C  0.4458  11.1105  19.3566  -0.22
H  -3.3893  9.6848  27.1244  0.09
C  -2.8199  11.0868  23.8640  -0.07
H  4.7150  9.7042  25.0067  0.09
O  -1.6985  7.3599  23.9815  -0.20
H  2.9612  9.7496  20.3650  0.07
O  1.1561  7.2755  20.0028  -0.08
H  -1.2666  4.8507  22.0612  0.04
H  -3.3490  5.8951  25.1663  0.10
H  -0.9101  2.0739  20.4398  0.08
Hg  -0.6885  6.6519  26.0606  1.39
H  2.2662  3.9246  26.6777  0.11
C  3.2741  7.5357  24.8262  -0.24
H  -2.5670  2.9827  26.8426  0.14
H  -4.3732  7.6637  26.1933  0.14
H  1.2711  2.6984  21.4290  0.12
H  -0.4178  3.0546  27.7612  0.13
O  0.3278  4.6208  26.5847  -0.32
H  5.4356  7.5345  24.7436  0.13
O  -0.6154  6.9056  22.0758  -0.12
C  1.5802  4.5435  27.2567  -0.05
H  3.3289  7.7013  25.9203  0.12
H  1.8920  4.5453  19.3208  0.08
O  -0.2780  1.4652  20.8383  -0.04
H  -4.3243  7.2444  19.6389  0.13
H  2.4680  8.1800  24.4552  0.10
H  -0.1666  11.4247  23.6821  0.15
H  1.4533  4.0995  28.2432  0.10
C  -0.6816  11.0858  22.7788  -0.18
H  3.3085  10.0630  18.6439  0.10
C  2.6831  10.3426  19.4911  -0.08
O  -3.4869  9.8657  20.3884  -0.14
C  -1.9505  3.7503  26.3789  -0.14
H  0.3214  11.6837  18.4293  0.14
C  -0.4642  3.4571  26.7452  -0.17
C  4.5918  7.9513  24.1909  -0.25
C  -0.6947  6.7567  23.3386  -0.84
H  1.1288  10.2648  21.8822  0.14
H  -1.7946  9.5300  27.8850  0.10
H  -1.5486  11.3523  20.0849  0.13
C  -0.4858  3.1050  22.6074  -0.25
O  4.6548  9.3594  24.1081  -0.06
H  -2.6183  4.9431  27.8339  0.14
H  -3.0720  9.7499  18.3882  0.12
H  1.9873  5.5473  27.3241  0.09
H  -4.3377  6.9426  27.8367  0.14
O  2.7662  4.8878  19.5223  -0.04
H  0.8286  1.4488  22.5786  0.13
C  -3.5283  7.7652  19.0980  -0.18
H  -1.6479  7.1788  19.0199  0.13
H  -1.2859  2.5491  23.1132  0.12
H  -3.5223  7.3531  18.0926  0.14
O  1.3506  10.0860  19.1278  -0.17
O  -1.0419  4.0103  21.6607  -0.06
C  -2.7567  9.0480  27.7485  -0.05
H  -3.9977  10.6793  20.4597  0.12
H  -0.2325  8.7531  20.5100  0.08
H  3.7634  5.5052  21.1709  0.13
O  -2.2793  7.3882  19.7212  -0.13
N  -2.3171  5.0977  26.8714  -0.11
Hg  -2.2671  8.3995  21.8452  1.35
H  0.5007  7.0604  20.6894  0.03
H  -3.6287  10.4108  24.1377  0.09
N  -0.7164  9.5553  20.9326  -0.15
H  -3.2507  11.9679  23.3755  0.10
H  2.1136  6.0636  24.2801  0.02
C  2.7630  5.6015  20.7447  -0.24
H  -1.3817  9.9397  19.0632  0.10
H  0.0935  3.6826  23.3417  0.11
H  -3.2462  8.8992  28.7121  0.11
C  -3.7852  7.0743  26.9027  -0.18
H  -0.8935  11.9730  22.1703  0.14
H  0.8061  11.8390  20.0999  0.12
H  4.6534  7.6068  23.1600  0.12
O  0.2637  6.3150  24.0495  -0.10
C  -3.7466  9.2681  19.0975  -0.19
H  2.0431  5.2110  21.4810  0.11
H  0.1484  9.1853  22.7787  0.12
H  2.8524  11.4031  19.6911  0.10
H  3.2059  7.5329  19.9056  0.12
H  -0.0916  2.6860  26.0640  0.14
C  0.0772  10.0213  22.0610  -0.17
H  -4.3581  5.0680  26.3476  0.14

The calculation puts the LUMO energy at -0.26011 hartree. The HOMO-LUMO gap comes out at 6.44 eV. The net charge is +2. The value obtained for the HOMO energy is -13.52 eV. The value obtained for the electronic energy is -64675.1586 eV.

---

No. 4
Density functional theory data (the ωB97M-V functional and the def2-TZVPD basis) for 3 unconnected molecules or ions with the total composition C31H32F21NO5.

Each line ends with the Löwdin charge.
CARTESIAN COORDINATES (ANGSTROEM)
H  -2.8504  -8.4377  6.0011  0.11
O  0.9122  -3.9599  6.4961  -0.17
N  0.8032  0.2567  -4.6416  0.17
F  -3.5509  -1.7040  -4.7920  0.07
O  -0.6982  4.6443  -2.8841  0.20
C  -1.5334  -1.0490  -3.7050  -0.05
H  -1.8763  -8.8192  8.5302  0.11
C  -0.2622  1.8428  1.1695  -0.32
F  3.4505  1.1314  -6.4413  0.14
C  1.2228  3.3579  -5.1722  -0.26
F  3.4533  3.0458  2.3847  0.11
O  0.3420  0.1788  -6.9934  0.20
C  1.7505  -1.7942  6.0248  -0.18
C  -2.9831  4.9717  -5.2201  -0.17
H  2.5524  -1.5531  8.0541  0.12
H  -1.9833  0.4667  -5.2235  0.13
C  1.2088  -3.0712  5.4104  -0.19
H  -0.9538  3.8960  -6.2805  0.13
C  1.7659  1.4119  2.8643  -0.22
C  2.4235  -2.3108  7.2803  -0.17
H  -1.3706  2.1398  -1.1040  0.14
F  2.8895  2.0105  -3.8140  0.13
H  2.0068  -4.2295  8.2365  0.12
H  3.4089  -2.7172  7.0326  0.12
F  0.4445  2.9745  0.7031  0.08
C  -0.8337  1.1623  -1.3320  -0.07
C  2.6367  3.1770  -4.5008  -0.24
H  -1.5577  -4.8454  7.3315  0.12
H  -1.3075  2.1479  -6.3088  0.12
H  -3.1910  5.1020  -6.3282  0.12
F  -1.5896  2.2984  1.3217  0.07
F  -2.0371  -3.3605  -4.4309  0.12
H  0.3076  -2.9028  4.8173  0.12
C  -1.2101  3.0253  -5.5974  -0.08
F  1.5569  3.8864  3.1455  0.15
H  -6.2209  5.0375  -3.1734  0.05
C  2.3938  2.8144  3.2704  -0.39
C  -2.6199  3.4449  -4.9526  -0.19
O  -2.4232  -6.4340  6.3139  -0.14
H  1.0999  0.8046  -2.3106  0.16
H  -1.6341  0.4019  -1.5106  0.10
H  -0.5564  -1.4395  -3.3148  0.14
C  -4.3503  5.2167  -4.4810  -0.13
C  4.4015  2.0865  -6.2134  -0.39
F  1.0421  4.7633  -5.1958  0.09
C  -0.1890  3.6020  -3.1481  -0.36
C  0.2036  1.3951  2.6223  -0.25
F  2.7803  4.2193  -3.5617  0.10
H  -1.7986  -6.4494  9.0847  0.11
F  2.9833  2.8121  4.5234  0.13
H  -2.2211  5.6938  -4.8237  0.11
C  -1.1344  -6.7684  8.2752  -0.18
H  2.4208  -1.2532  5.3584  0.10
F  -0.5126  2.0566  3.6204  0.12
F  3.7156  4.4892  -6.3329  0.13
C  -2.7236  -7.7364  6.8284  -0.21
C  3.8924  3.4049  -5.4920  -0.24
H  -2.2497  -1.1082  -2.8224  0.13
H  -0.7698  -8.5757  7.1698  0.11
F  2.4580  0.8318  1.8013  0.12
H  0.6747  -3.0579  8.3265  0.12
O  0.5595  2.8392  -2.2200  0.01
H  0.9757  0.6275  -0.1964  0.13
H  -3.6692  -7.6706  7.3783  0.12
H  -2.7418  3.1295  -3.8820  0.11
C  -0.0628  2.7676  -4.4904  -0.11
C  -5.3715  5.3247  -3.8357  0.06
C  -1.3303  -5.8782  7.0617  -0.21
C  0.1864  1.4491  -2.4967  -0.19
F  1.3329  3.0142  -6.5381  0.09
H  -3.3954  2.8497  -5.5375  0.13
H  -0.5044  -0.2663  0.3357  0.13
F  -0.1907  0.0447  2.7539  0.08
H  -2.3194  1.0227  -3.5580  0.13
F  -1.7292  -1.8318  -6.0574  0.10
H  -0.4475  -5.8830  6.4196  0.11
C  -1.5784  -8.1189  7.7487  -0.18
H  -0.1102  -6.7572  8.6505  0.11
C  -2.1802  -2.0364  -4.7674  -0.48
F  5.1022  2.4344  -7.3583  0.13
F  5.3486  1.4956  -5.3761  0.11
H  0.9242  -1.1288  6.2936  0.12
C  -1.5455  0.4626  -4.1763  -0.10
H  1.9591  -3.5554  4.7758  0.12
C  1.4901  -3.4323  7.6978  -0.20
C  0.6459  0.1372  -5.8674  -0.30
C  -0.1758  1.2471  -4.0331  -0.25
F  2.0005  0.5486  3.9506  0.08
F  4.9359  3.7889  -4.6296  0.10
C  -0.1184  0.7496  0.0583  -0.04

Its SMILES is C#CCCC[C@@]1(C(F)(F)C(F)(F)C(F)(F)C(F)(F)F)C(=O)O[C@@H](CCC(F)(F)C(F)(F)C(F)(F)C(F)(F)F)[C@]1(CCC(F)(F)F)N=C=O.C1CCOC1.C1CCOC1. The calculation puts the LUMO energy at 0.00075 hartree. The HOMO-LUMO gap comes out at 9.16 eV. The value obtained for the HOMO energy is -9.14 eV. The value obtained for the electronic energy is -101455.3527 eV.

---

Look up the electronic energy of the third one. -64675.1586 eV